135
Properties=species:S:1:pos:R:3:forces:R:3 method="wB97M-V/def2-TZVPD" charge=0 e_tot_ev=-208513.0607
K 1.138 5.502 7.097 -0.01 -0.58 -0.42
C 0.624 1.325 3.619 2.10 0.90 3.50
O 0.562 2.630 3.022 -0.50 0.84 -1.78
O 1.036 1.546 4.970 -1.87 -1.10 -2.90
C -0.741 0.510 3.310 1.16 0.62 2.68
F -1.404 0.078 4.399 -0.01 0.43 1.34
F -1.575 1.214 2.641 -2.32 2.81 -1.67
F -0.652 -0.583 2.610 1.87 -2.52 -1.78
C 1.250 2.820 1.760 -0.55 -0.08 0.39
C 0.954 4.178 1.121 -0.78 -0.17 1.13
H -0.111 4.295 0.923 -0.12 -0.24 -0.15
H 1.155 4.935 1.879 0.44 0.35 -0.29
H 1.489 4.317 0.182 0.22 0.08 0.25
H 0.957 2.083 1.013 0.12 -0.50 0.15
H 2.321 2.776 1.958 0.22 -0.33 -0.10
H 1.418 0.793 3.096 0.07 -0.53 -0.40
Cl 5.643 5.306 4.962 0.04 -0.65 -0.13
C 6.471 3.707 5.206 1.01 0.38 -0.74
C 6.585 3.501 6.668 -0.89 0.12 1.50
Cl 7.628 2.124 7.111 -0.20 0.10 -0.21
H 7.476 3.793 4.791 -0.12 0.26 -0.19
H 5.985 2.890 4.672 -0.41 0.32 0.17
H 5.584 3.362 7.077 0.01 -0.57 0.06
H 6.929 4.375 7.222 0.49 0.01 -0.45
Cl -0.463 -0.090 -3.461 -0.06 -0.33 -0.14
C -1.636 -0.991 -2.479 -1.17 -0.84 0.04
C -1.853 -2.487 -2.836 0.65 0.70 0.03
Cl -0.338 -3.351 -2.664 0.92 -0.61 -0.01
H -2.615 -0.542 -2.645 0.11 0.35 0.16
H -1.341 -0.870 -1.437 -0.04 -0.13 -0.13
H -2.186 -2.650 -3.861 -0.09 0.29 0.11
H -2.514 -3.006 -2.143 -0.30 0.58 -0.02
Cl -9.186 0.570 3.698 -0.37 0.18 0.07
C -7.638 -0.267 3.457 -0.21 0.58 -0.52
C -7.825 -1.654 2.922 0.17 -0.44 1.64
Cl -8.447 -2.565 4.413 0.09 -0.23 -1.10
H -7.166 -0.330 4.438 0.22 0.21 -0.34
H -7.099 0.359 2.746 0.26 -0.10 0.20
H -6.821 -2.037 2.734 -0.23 -0.32 -0.21
H -8.508 -1.792 2.084 0.08 0.11 0.26
Cl 6.131 -2.535 5.052 -0.43 -0.03 0.73
C 5.529 -2.926 6.716 1.41 -0.39 0.73
C 6.689 -3.646 7.492 -0.96 0.37 -1.18
Cl 6.018 -4.052 9.091 0.30 -0.14 0.04
H 4.643 -3.560 6.676 0.21 0.04 -0.29
H 5.296 -2.037 7.301 -0.08 0.23 -0.57
H 7.574 -3.018 7.589 -0.28 0.12 0.19
H 6.992 -4.535 6.938 -0.16 -0.17 0.35
O 9.211 3.948 -1.111 -0.74 -0.45 -2.86
P 9.247 3.775 -2.622 0.27 0.30 -0.23
N 8.278 4.821 -3.584 1.03 0.88 1.11
C 8.364 4.875 -5.064 -0.49 -1.41 1.05
C 6.964 5.152 -3.009 0.19 -0.46 -0.48
N 8.707 2.234 -3.179 1.43 2.44 -1.44
C 8.036 1.395 -2.284 -0.05 -1.13 1.27
C 8.988 1.720 -4.519 0.95 0.13 0.58
N 10.821 4.057 -3.269 -3.37 -1.72 -0.43
C 11.811 3.069 -3.071 1.18 -0.54 -0.23
C 11.337 5.352 -3.416 0.24 1.37 0.01
H 7.703 5.664 -5.424 0.55 0.27 -0.07
H 7.975 3.941 -5.469 -0.51 -0.13 -0.17
H 9.385 4.842 -5.443 0.06 0.86 0.25
H 6.210 4.518 -3.475 -0.30 -0.22 0.10
H 6.644 6.178 -3.193 0.36 0.21 -0.10
H 6.955 4.985 -1.932 0.15 -0.03 -0.08
H 7.374 1.999 -1.663 -0.13 -0.50 0.23
H 7.509 0.590 -2.796 -0.36 0.30 -0.16
H 8.789 0.883 -1.684 -0.23 -0.21 0.70
H 9.422 0.728 -4.393 0.06 -0.25 -0.21
H 8.168 1.640 -5.233 -0.48 0.13 0.36
H 9.754 2.338 -4.988 0.01 0.01 -0.01
H 11.427 2.049 -3.049 -0.17 0.15 0.54
H 12.506 3.063 -3.911 0.09 0.12 -0.37
H 12.438 3.347 -2.224 0.00 -0.53 0.53
H 12.128 5.351 -4.166 0.08 0.02 -0.16
H 11.778 5.688 -2.477 0.14 0.37 0.17
H 10.566 6.056 -3.730 0.04 0.01 0.12
O -1.793 -11.584 3.156 -1.11 1.46 -0.75
P -2.998 -10.771 2.791 -0.23 2.11 0.42
N -3.179 -10.364 1.134 -2.54 -0.58 2.65
C -4.457 -10.127 0.497 0.02 -0.19 -0.50
C -2.120 -10.419 0.244 2.33 -0.27 -0.47
N -3.055 -9.115 3.529 -1.29 -0.81 -0.04
C -1.880 -8.346 3.960 0.56 -0.69 -0.41
C -4.266 -8.192 3.366 1.31 -1.31 -0.11
N -4.481 -11.461 3.247 -0.47 0.60 -1.07
C -4.904 -11.437 4.626 -0.19 0.09 -0.03
C -5.018 -12.681 2.599 1.25 0.85 -0.63
H -4.723 -11.028 -0.057 -0.61 -0.16 -0.06
H -4.309 -9.372 -0.275 -0.05 0.28 0.05
H -5.279 -9.787 1.127 0.28 -0.30 0.25
H -1.278 -9.951 0.754 0.51 0.05 -0.53
H -2.353 -9.892 -0.681 0.11 0.13 0.11
H -1.818 -11.435 -0.009 0.08 -0.22 -0.23
H -0.960 -8.766 3.554 -0.02 -0.29 0.01
H -1.877 -7.320 3.591 -0.45 0.06 -0.23
H -1.726 -8.277 5.036 -0.35 -0.19 0.23
H -5.199 -8.741 3.243 0.15 -0.18 0.09
H -4.354 -7.544 4.238 0.08 -0.15 0.14
H -4.138 -7.546 2.497 0.07 0.04 -0.18
H -4.392 -12.210 5.199 0.42 0.33 0.48
H -4.821 -10.413 4.989 0.19 -0.34 0.53
H -5.946 -11.757 4.647 -0.20 0.36 0.04
H -4.973 -12.564 1.516 0.44 -0.26 -0.03
H -6.081 -12.841 2.781 0.13 0.17 0.59
H -4.386 -13.495 2.953 -0.42 -0.56 -0.30
O -6.853 7.323 -2.403 0.00 -1.38 -1.00
P -6.726 6.479 -3.631 -0.40 -0.58 -1.13
N -5.232 6.669 -4.524 -1.86 0.07 0.57
C -4.122 5.793 -4.302 -0.73 -1.85 0.61
C -4.867 7.968 -5.103 -0.71 -1.14 0.04
N -8.006 6.789 -4.774 2.61 0.44 0.16
C -7.746 7.027 -6.201 0.26 -0.79 0.77
C -9.325 7.119 -4.300 0.37 -0.26 -0.16
N -6.878 4.747 -3.423 0.41 0.12 -0.63
C -7.512 4.059 -2.283 0.19 1.04 0.18
C -6.935 3.802 -4.595 1.61 0.66 0.44
H -4.555 4.799 -4.192 0.23 -0.32 -0.38
H -3.639 5.860 -3.327 0.54 0.87 -0.05
H -3.431 5.761 -5.145 0.06 0.27 0.11
H -4.736 7.847 -6.178 -0.14 0.07 -0.26
H -3.883 8.259 -4.734 -0.35 0.62 0.46
H -5.729 8.608 -4.915 0.64 0.71 0.04
H -8.665 6.867 -6.765 -0.05 0.05 0.01
H -7.331 8.005 -6.444 -0.16 0.22 0.04
H -7.024 6.269 -6.505 0.05 0.13 -0.34
H -9.952 6.552 -4.989 -0.81 0.14 0.44
H -9.418 6.799 -3.263 -0.28 -0.05 -0.11
H -9.549 8.183 -4.361 -0.10 0.15 0.01
H -6.952 3.193 -1.932 0.11 -0.32 -0.59
H -7.555 4.658 -1.373 -0.20 0.54 -0.33
H -8.517 3.789 -2.608 -0.15 -0.30 0.41
H -7.902 3.535 -5.021 -0.28 0.36 0.35
H -6.401 2.896 -4.308 -0.50 -0.39 0.56
H -6.250 4.062 -5.403 -0.35 0.93 -0.21



18
Properties=species:S:1:pos:R:3:forces:R:3 method="wB97M-V/def2-TZVPD" e_above_lowest_ev=2.2845 charge=-1 e_tot_ev=-12954.0282
C -1.144 -2.442 -1.057 0.72 -0.87 -2.18
N -0.208 -1.552 -0.703 0.16 0.10 1.12
C 0.277 -1.139 0.597 0.60 1.71 0.08
C 0.986 0.358 0.538 -1.75 -2.16 0.31
O 0.042 1.291 0.424 -0.18 0.92 -0.27
O -1.198 -2.858 -2.223 -0.31 0.23 0.48
H -1.852 -2.921 -0.372 0.25 0.76 0.83
H 0.460 -1.281 -1.404 -0.33 -0.24 -0.64
H 1.021 -1.822 1.030 -0.19 -0.30 -0.17
H -0.534 -0.941 1.302 0.01 -0.30 -0.15
H 1.779 0.396 -0.255 -0.03 -0.31 0.37
H 1.409 0.242 1.551 0.86 0.75 0.09
H 1.002 2.901 2.619 0.13 0.21 -0.45
H 0.646 2.787 1.128 0.66 -0.12 0.50
O 1.219 3.325 1.772 -0.70 -0.32 -0.04
H -1.225 1.463 -0.932 -0.02 0.08 0.31
H -0.993 0.825 -2.218 -0.71 0.28 -0.08
O -1.686 1.370 -1.798 0.83 -0.41 -0.14



The records above yield HOMO-LUMO gap values of 4.170 7.978 eV, respectively.